[1]
2 unconnected molecules or ions with the total composition C4H4N2O in a non-equilibrium geometry, computed with the ωB97M-V functional and the def2-TZVPD basis.

Computed properties:
ΔE to the lowest compared entry with this formula, charge and spin: 120.0 kcal/mol
Frontier orbital gap: 0.28962 Ha

The geometry in ORCA input format:
```
! wB97M-V def2-TZVPD RIJCOSX def2/J DEFGRID3
* xyz 0 1
C 0.517 -0.545 -0.578
C -1.968 -0.975 -1.818
C 0.983 2.154 1.211
C 0.251 0.946 1.218
N 0.502 -0.068 0.508
N -2.014 -0.066 -1.155
O 0.513 3.234 1.416
H 0.734 -1.532 -1.084
H -2.173 -1.947 -2.316
H 2.148 2.123 0.945
H -0.764 0.954 1.792
*
```

These are the natural (NBO) partial charges, in e, on atoms 1 to 6: atom 1 (C): 0.10, atom 2 (C): 0.06, atom 3 (C): 0.37, atom 4 (C): -0.21, atom 5 (N): -0.25, atom 6 (N): -0.29



[2]
2 unconnected molecules or ions with the total composition C4H4N2O in a non-equilibrium geometry, computed with the ωB97M-V functional and the def2-TZVPD basis.

Computed properties:
ΔE to the lowest compared entry with this formula, charge and spin: 42.4 kcal/mol
Frontier orbital gap (spin up / spin down): 0.31018 / 0.29897 Ha

The geometry in ORCA input format:
```
! wB97M-V def2-TZVPD RIJCOSX def2/J DEFGRID3
* xyz 0 3
C -1.325 1.727 -0.273
C -2.000 -1.142 0.864
C -0.371 0.790 -0.878
C 0.931 0.836 -0.185
N -1.887 2.704 -0.028
N -3.023 -0.861 0.406
O -0.573 0.154 -1.909
H 0.899 0.840 0.970
H 1.418 -0.155 -0.322
H 1.569 1.782 -0.357
H -3.694 -0.455 -0.192
*
```

These are the natural (NBO) partial charges, in e, on atoms 1 to 6: atom 1 (C): 0.20, atom 2 (C): 0.28, atom 3 (C): 0.14, atom 4 (C): -0.66, atom 5 (N): -0.32, atom 6 (N): -0.72



[3]
C4H4N2O2 in the gas phase in a non-equilibrium geometry, computed with the ωB97M-V functional and the def2-TZVPD basis.

Computed properties:
ΔE to the lowest compared entry with this formula, charge and spin: 52.5 kcal/mol
Structure (SMILES): O=C(O)c1c[nH]cn1
Frontier orbital gap: 0.35936 Ha

The geometry in ORCA input format:
```
! wB97M-V def2-TZVPD RIJCOSX def2/J DEFGRID3
* xyz 0 1
O -1.585 1.412 1.731
C -0.806 0.613 1.482
O -0.304 -0.272 2.426
C -0.210 0.230 0.192
C 0.007 -1.000 -0.353
N 0.615 -0.709 -1.564
C 0.823 0.614 -1.644
N 0.307 1.357 -0.608
H -0.754 0.126 3.473
H -0.378 -1.994 -0.149
H 0.977 -1.406 -2.472
H 1.309 1.029 -2.514
*
```

These are the natural (NBO) partial charges, in e, on atoms 1 to 6: atom 1 (O): -0.54, atom 2 (C): 0.78, atom 3 (O): -0.70, atom 4 (C): -0.05, atom 5 (C): -0.08, atom 6 (N): -0.53



[4]
C4H4N2O2 in the gas phase in a non-equilibrium geometry, computed with the ωB97M-V functional and the def2-TZVPD basis.

Computed properties:
ΔE to the lowest compared entry with this formula, charge and spin: 128.3 kcal/mol
Structure (SMILES): Cc1cc(=O)nno1
Frontier orbital gap: 0.32624 Ha

The geometry in ORCA input format:
```
! wB97M-V def2-TZVPD RIJCOSX def2/J DEFGRID3
* xyz 0 1
C -1.775 -0.171 0.240
C -0.434 -0.183 -0.129
C 0.425 0.730 0.544
C 1.774 0.670 0.049
O 2.742 1.544 -0.271
N 2.174 -0.646 -0.489
N 1.358 -1.329 -1.212
O -0.101 -1.111 -0.894
H -2.097 0.751 0.679
H -2.513 -0.543 -0.634
H -1.691 -1.118 0.829
H 0.139 1.407 1.289
*
```

These are the natural (NBO) partial charges, in e, on atoms 1 to 6: atom 1 (C): -0.67, atom 2 (C): 0.45, atom 3 (C): -0.47, atom 4 (C): 0.56, atom 5 (O): -0.54, atom 6 (N): -0.15



[5]
2 unconnected molecules or ions with the total composition C4H4N2O2 in a non-equilibrium geometry, computed with the ωB97M-V functional and the def2-TZVPD basis.

Computed properties:
ΔE to the lowest compared entry with this formula, charge and spin: 151.4 kcal/mol
Frontier orbital gap: 0.29307 Ha

The geometry in ORCA input format:
```
! wB97M-V def2-TZVPD RIJCOSX def2/J DEFGRID3
* xyz 0 1
C -2.239 -0.857 0.135
C -0.657 0.605 -0.099
C 1.319 -0.456 -0.055
C 1.439 1.169 0.063
H -1.370 -2.184 -0.120
H -3.338 -1.297 -0.261
H -1.870 -0.756 1.394
H 2.326 1.680 0.499
N -1.952 0.596 -0.224
N 0.191 1.635 0.031
O -0.021 -0.703 0.025
O 2.197 -1.275 -0.078
*
```

These are the natural (NBO) partial charges, in e, on atoms 1 to 6: atom 1 (C): -0.49, atom 2 (C): 0.58, atom 3 (C): 0.73, atom 4 (C): 0.03, atom 5 (H): 0.21, atom 6 (H): 0.24



[6]
C4H4N2O2 in the gas phase in a non-equilibrium geometry, computed with the ωB97M-V functional and the def2-TZVPD basis.

Computed properties:
ΔE to the lowest compared entry with this formula, charge and spin: 86.9 kcal/mol
Structure (SMILES): [H]/N=C1/NCC(=O)C1=O
Frontier orbital gap: 0.30269 Ha

The geometry in ORCA input format:
```
! wB97M-V def2-TZVPD RIJCOSX def2/J DEFGRID3
* xyz 0 1
H 2.458 1.573 -0.215
N 2.418 0.657 0.067
C 1.098 0.421 -0.075
N 0.526 -0.802 -0.286
C -0.862 -1.119 0.178
C -1.472 0.192 0.062
O -2.626 0.524 -0.145
C -0.227 1.226 0.035
O -0.648 2.466 0.013
H 1.337 -1.580 -0.154
H -1.274 -1.778 -0.585
H -0.727 -1.780 1.104
*
```

These are the natural (NBO) partial charges, in e, on atoms 1 to 6: atom 1 (H): 0.34, atom 2 (N): -0.66, atom 3 (C): 0.33, atom 4 (N): -0.58, atom 5 (C): -0.34, atom 6 (C): 0.49



[7]
C4H4N2O2 in the gas phase in a non-equilibrium geometry, computed with the ωB97M-V functional and the def2-TZVPD basis.

Computed properties:
ΔE to the lowest compared entry with this formula, charge and spin: 227.9 kcal/mol
Structure (SMILES): C#C/C=N/O[N+](=C)[O-]
Frontier orbital gap (spin up / spin down): 0.35525 / 0.35524 Ha

The geometry in ORCA input format:
```
! wB97M-V def2-TZVPD RIJCOSX def2/J DEFGRID3
* xyz 0 1
C -1.028 2.563 -0.436
C -0.208 1.868 0.072
C 0.377 0.705 0.571
N 0.648 0.573 1.767
O 1.021 -0.492 2.371
N 1.588 -1.620 1.311
C 0.606 -1.708 0.458
O 2.778 -1.842 1.390
H -1.680 3.224 -0.756
H 0.561 -0.108 -0.127
H 0.642 -2.341 -0.461
H -0.369 -1.431 0.774
*
```

These are the natural (NBO) partial charges, in e, on atoms 1 to 6: atom 1 (C): -0.15, atom 2 (C): -0.05, atom 3 (C): -0.09, atom 4 (N): -0.01, atom 5 (O): -0.24, atom 6 (N): 0.31



[8]
2 unconnected molecules or ions with the total composition C4H4N2O2 in a non-equilibrium geometry, computed with the ωB97M-V functional and the def2-TZVPD basis.

Computed properties:
ΔE to the lowest compared entry with this formula, charge and spin: 148.7 kcal/mol
Frontier orbital gap: 0.26773 Ha

The geometry in ORCA input format:
```
! wB97M-V def2-TZVPD RIJCOSX def2/J DEFGRID3
* xyz 0 1
C -0.340 1.432 -1.326
C -0.413 0.639 -0.051
C 0.702 -0.987 0.832
C -1.385 -0.487 0.323
H 1.357 2.145 -0.256
H -1.133 1.809 -1.981
H 1.033 -2.792 1.415
H -2.425 -0.807 -0.024
N 1.666 -1.980 1.037
N -0.630 -1.375 1.047
O 0.750 2.117 -1.515
O 0.819 0.284 0.500
*
```

These are the natural (NBO) partial charges, in e, on atoms 1 to 6: atom 1 (C): 0.22, atom 2 (C): 0.03, atom 3 (C): 0.62, atom 4 (C): 0.05, atom 5 (H): 0.53, atom 6 (H): 0.21



[9]
C4H4N2O2 in the gas phase in a non-equilibrium geometry, computed with the ωB97M-V functional and the def2-TZVPD basis.

Computed properties:
ΔE to the lowest compared entry with this formula, charge and spin: 77.8 kcal/mol
Structure (SMILES): O=C(O)c1c[nH]cn1
Frontier orbital gap: 0.36370 Ha

The geometry in ORCA input format:
```
! wB97M-V def2-TZVPD RIJCOSX def2/J DEFGRID3
* xyz 0 1
O 2.583 0.823 0.848
C 1.918 0.134 0.161
O 2.592 -0.844 -0.459
C 0.353 0.000 -0.045
C -0.429 1.126 -0.275
N -1.686 0.425 -0.086
C -1.628 -0.685 0.478
N -0.250 -1.021 0.513
H 1.851 -1.582 -0.952
H -0.295 2.165 -0.668
H -2.413 0.892 -0.226
H -2.594 -1.434 0.711
*
```

These are the natural (NBO) partial charges, in e, on atoms 1 to 6: atom 1 (O): -0.54, atom 2 (C): 0.78, atom 3 (O): -0.67, atom 4 (C): -0.01, atom 5 (C): -0.16, atom 6 (N): -0.45



[10]
C4H4N2O2 in the gas phase in a non-equilibrium geometry, computed with the ωB97M-V functional and the def2-TZVPD basis.

Computed properties:
ΔE to the lowest compared entry with this formula, charge and spin: 122.6 kcal/mol
Structure (SMILES): C1=NOC2=NOC[C@@H]12
Frontier orbital gap: 0.35382 Ha

The geometry in ORCA input format:
```
! wB97M-V def2-TZVPD RIJCOSX def2/J DEFGRID3
* xyz 0 1
C -1.458 0.559 -0.173
N -2.270 -0.456 -0.268
O -1.446 -1.576 0.024
C -0.172 -1.172 0.226
N 0.865 -1.757 -0.147
O 1.860 -0.823 -0.131
C 1.320 0.570 -0.173
C -0.140 0.307 0.399
H -1.924 1.563 -0.355
H 2.008 1.201 0.378
H 1.458 0.930 -1.210
H -0.102 0.654 1.431
*
```

These are the natural (NBO) partial charges, in e, on atoms 1 to 6: atom 1 (C): 0.02, atom 2 (N): -0.04, atom 3 (O): -0.35, atom 4 (C): 0.45, atom 5 (N): -0.10, atom 6 (O): -0.37